(1)
The following is a quantum chemistry calculation of a 9-piece molecular cluster, C38H56NO18 overall, from OMol25.

Summary:
charge: +1
largest force on an atom: 0.35734 Eh/bohr
highest occupied orbital energy: -10.4 eV
total energy: -2889.5446 hartree

Last column: Löwdin charge in e.
Atoms and positions in Å:
C1 37.15 16.66 35.30  0.0444
N1 38.41 17.39 35.67  -0.2802
C2 39.39 16.48 36.28  0.0276
C3 38.97 18.07 34.44  0.0431
C4 38.00 18.36 36.64  -0.1082
C5 39.11 19.35 37.23  -0.1851
O1 38.48 20.21 38.10  -0.0432
H1 37.21 15.91 34.88  -0.0474
H2 36.44 17.32 34.55  0.1846
H3 36.60 16.33 36.17  0.1134
H4 40.25 16.83 36.75  0.0906
H5 39.70 15.60 35.53  0.1765
H6 39.06 15.90 36.98  0.0426
H7 39.23 17.47 33.59  0.0635
H8 40.00 18.53 34.66  0.1341
H9 38.28 18.86 34.09  0.1244
H10 37.64 18.02 37.50  0.0990
H11 37.15 18.75 36.22  0.1015
H12 39.59 19.86 36.35  0.1165
H13 39.82 18.79 37.58  0.0549
H14 37.77 19.90 38.77  0.1414
C6 38.91 15.85 30.90  0.1053
C7 37.43 16.37 30.95  -0.1931
C8 36.54 16.22 29.86  -0.4274
O2 35.39 16.62 29.89  0.1091
C9 37.05 15.73 28.58  0.0725
C10 38.45 15.11 28.55  -0.1778
C11 39.52 15.41 29.62  -0.4280
O3 40.64 15.09 29.52  0.1595
O4 38.69 14.36 27.52  0.0539
O5 36.98 16.92 32.06  0.0669
H15 39.52 16.03 31.99  0.1555
H16 36.30 15.66 27.87  0.0868
H17 37.86 14.48 26.72  0.2770
H18 36.03 16.79 32.19  0.0534
C12 34.40 17.52 39.07  0.0986
C13 34.66 16.07 38.54  -0.1993
C14 33.71 15.35 37.85  -0.4132
O6 33.88 14.24 37.47  0.1434
C15 32.43 16.14 37.62  0.1112
C16 32.10 17.48 38.25  -0.1856
C17 33.20 18.13 38.94  -0.4098
O7 33.01 19.30 39.39  0.0640
O8 30.97 18.12 37.98  0.1064
O9 35.84 15.54 38.62  0.0920
H19 35.20 17.95 39.68  0.1228
H20 31.55 15.86 37.09  0.0951
H21 30.84 18.99 38.46  0.1647
H22 35.89 14.53 38.44  0.1590
C18 37.23 19.27 28.76  0.1495
C19 38.72 18.90 28.54  -0.0864
C20 39.64 19.18 29.56  -0.4394
O10 40.79 18.88 29.54  0.1417
C21 39.17 19.98 30.72  0.1077
C22 37.75 20.39 30.93  -0.0827
C23 36.66 20.01 29.86  -0.3972
O11 35.55 20.24 29.91  0.2053
O12 37.31 20.97 32.07  0.1557
O13 39.35 18.48 27.36  0.1634
H23 36.84 18.98 27.97  0.0302
H24 39.83 20.43 31.45  0.0902
H25 37.88 21.34 32.46  -0.1243
H26 40.07 18.19 27.70  -0.0221
C24 33.80 20.58 33.45  0.0330
C25 34.53 20.40 34.82  -0.3467
O14 34.36 19.40 35.56  0.0013
C26 35.66 21.44 35.21  0.0595
H27 33.29 21.43 33.70  0.0529
H28 33.00 19.86 33.49  0.0712
H29 34.54 20.58 32.66  0.0819
H30 36.07 21.04 35.85  -0.0803
H31 35.06 22.24 35.39  0.0795
H32 36.39 21.31 34.42  0.0859
C27 38.51 12.37 35.88  -0.0186
C28 37.12 12.66 36.08  -0.5554
O15 36.85 13.66 36.74  0.0253
C29 36.17 11.59 35.72  0.0095
H33 38.88 11.38 36.35  0.1614
H34 39.10 13.18 35.95  0.0246
H35 38.43 12.23 34.79  0.1053
H36 35.99 11.02 36.60  0.0892
H37 36.77 11.00 34.97  0.1005
H38 35.28 12.35 35.34  0.1529
C30 41.36 21.65 34.66  -0.0056
C31 39.95 22.12 34.52  -0.5203
O16 39.30 21.78 33.61  0.1043
C32 39.53 23.01 35.62  -0.0062
H39 42.07 22.36 34.33  0.0872
H40 41.47 20.90 33.96  0.0543
H41 41.62 21.27 35.66  0.0981
H42 40.17 23.79 35.89  0.0645
H43 39.49 22.52 36.68  0.1361
H44 38.75 23.68 35.28  0.0905
C33 35.28 21.70 39.27  0.0273
C34 35.72 23.09 38.72  -0.4457
O17 36.84 23.30 38.24  0.0407
C35 34.66 24.09 38.99  -0.0038
H45 34.66 21.44 38.32  0.1372
H46 34.77 21.74 40.03  -0.0134
H47 36.16 21.18 39.32  0.0324
H48 35.07 24.91 38.49  0.0709
H49 34.68 24.34 40.07  0.1270
H50 33.73 23.78 38.82  0.0426
C36 34.35 14.71 34.07  0.0296
C37 33.76 16.08 33.60  -0.3629
O18 34.37 16.67 32.68  0.0170
C38 32.58 16.72 34.33  0.0163
H51 35.25 14.93 34.36  -0.0096
H52 33.93 14.10 33.14  0.1683
H53 33.70 14.50 34.85  0.0327
H54 32.22 17.36 33.65  0.0453
H55 33.06 17.12 35.23  0.0850
H56 31.74 16.09 34.44  0.0790


(2)
The following is a quantum chemistry calculation of C38H57Cl3N13O4Ta as an isolated structure, from OMol25.

Summary:
charge: +2
largest force on an atom: 0.03151 Eh/bohr
highest occupied orbital energy: -13.1 eV
total energy: -3932.2905 hartree

Last column: Löwdin charge in e.
Atoms and positions in Å:
Ta1 -0.12 -0.35 -0.30  1.8195
C1 -1.16 -4.19 -3.22  -0.0261
N1 -0.71 -3.80 -1.88  -0.1117
C2 -1.63 -4.09 -0.80  -0.0559
C3 0.51 -3.32 -1.61  -0.4191
N2 0.70 -2.44 -0.60  -0.0783
C4 1.78 -2.85 0.32  -0.1823
C5 2.72 -1.71 0.62  -0.1500
N3 1.99 -0.46 0.86  -0.2443
C6 1.69 -0.24 2.30  -0.1574
C7 0.48 -1.05 2.70  -0.1780
N4 -0.63 -0.73 1.78  -0.0656
C8 -1.86 -0.78 2.36  -0.3862
N5 -2.15 -1.77 3.23  -0.1335
C9 -2.90 -1.56 4.46  -0.0226
C10 -1.66 -3.12 3.03  -0.0331
N6 -2.78 0.17 2.14  -0.0997
C11 -2.43 1.53 1.75  -0.0158
C12 -4.21 -0.01 2.36  -0.0597
C13 2.78 0.67 0.32  -0.1612
C14 2.82 0.68 -1.19  -0.1827
N7 1.52 0.38 -1.84  -0.0202
C15 1.48 0.75 -3.12  -0.3825
N8 0.61 0.23 -4.01  -0.1471
C16 -0.06 -1.03 -3.82  -0.0702
C17 0.17 0.96 -5.19  -0.0539
N9 2.35 1.67 -3.64  -0.1577
C18 3.00 1.47 -4.93  -0.0379
C19 2.56 2.99 -3.06  -0.0339
N10 1.54 -3.75 -2.37  -0.1311
C20 2.71 -2.92 -2.62  -0.0275
C21 1.63 -5.10 -2.92  -0.0164
H1 -2.10 -3.68 -3.42  0.1038
H2 -1.33 -5.26 -3.29  0.1057
H3 -0.44 -3.89 -3.97  0.0784
H4 -2.63 -4.17 -1.21  0.0669
H5 -1.62 -3.29 -0.07  0.0117
H6 -1.37 -5.04 -0.32  0.1080
H7 2.36 -3.68 -0.09  0.1242
H8 1.33 -3.24 1.24  0.1019
H9 3.36 -1.56 -0.25  0.0991
H10 3.38 -1.94 1.46  0.1426
H11 1.47 0.82 2.43  0.0844
H12 2.56 -0.50 2.91  0.1379
H13 0.21 -0.78 3.72  0.1396
H14 0.71 -2.11 2.71  0.0851
H15 -3.03 -0.50 4.65  0.0974
H16 -2.33 -1.99 5.29  0.1031
H17 -3.88 -2.04 4.43  0.0998
H18 -1.21 -3.21 2.04  0.0660
H19 -2.50 -3.81 3.09  0.1052
H20 -0.93 -3.40 3.79  0.1008
H21 -1.39 1.71 1.98  0.0606
H22 -3.05 2.21 2.33  0.1087
H23 -2.62 1.70 0.69  0.0934
H24 -4.54 0.57 3.22  0.1045
H25 -4.46 -1.06 2.50  0.0480
H26 -4.74 0.35 1.48  0.0990
H27 3.81 0.63 0.71  0.1471
H28 2.33 1.59 0.69  0.0980
H29 3.57 -0.03 -1.57  0.1173
H30 3.20 1.66 -1.45  0.0910
H31 0.29 -1.49 -2.91  0.0281
H32 0.17 -1.70 -4.66  0.1076
H33 -1.14 -0.90 -3.76  0.0757
H34 0.40 2.02 -5.09  0.0990
H35 -0.91 0.86 -5.27  0.0756
H36 0.62 0.57 -6.10  0.1003
H37 2.87 0.44 -5.26  0.0959
H38 4.07 1.66 -4.81  0.1015
H39 2.61 2.14 -5.70  0.0947
H40 1.90 3.13 -2.20  0.0729
H41 2.31 3.75 -3.80  0.1101
H42 3.60 3.14 -2.76  0.1009
H43 2.51 -1.90 -2.32  0.0586
H44 2.93 -2.94 -3.69  0.1078
H45 3.59 -3.30 -2.10  0.1047
H46 2.61 -5.52 -2.65  0.1046
H47 1.54 -5.11 -4.00  0.1012
H48 0.87 -5.74 -2.48  0.0976
O1 -0.22 6.04 -0.77  0.1409
C22 0.03 6.23 0.52  -0.4920
O2 -0.01 7.32 1.02  0.1131
C23 0.37 5.03 1.35  -0.0272
C24 0.78 5.12 2.67  -0.5733
Cl1 1.07 6.45 3.67  0.8680
N11 0.98 3.86 3.13  -0.0720
N12 0.73 2.95 2.19  0.1498
C25 0.36 3.63 1.11  -0.1366
C26 0.04 2.87 -0.11  -0.4930
O3 -0.06 3.39 -1.20  0.0427
O4 0.01 1.56 0.05  -0.2518
C27 1.44 3.44 4.42  -0.2261
C28 0.64 3.67 5.53  -0.0248
C29 1.08 3.24 6.77  -0.0561
C30 2.30 2.59 6.89  -0.0635
C31 3.09 2.37 5.77  -0.0639
C32 2.66 2.79 4.52  -0.0212
H49 -0.19 5.09 -1.01  0.0620
H50 -0.30 4.19 5.42  0.1198
H51 0.48 3.43 7.65  0.1147
H52 2.65 2.27 7.87  0.1135
H53 4.05 1.87 5.87  0.1110
H54 3.27 2.65 3.64  0.1162
Cl2 -4.19 -2.42 0.20  0.7769
C33 -4.20 -1.25 -1.09  -0.5651
C34 -5.41 -1.05 -1.73  -0.1006
C35 -5.52 -0.09 -2.72  -0.0555
C36 -4.43 0.69 -3.05  -0.0873
C37 -3.23 0.48 -2.40  -0.5737
Cl3 -1.89 1.52 -2.74  0.8486
C38 -3.04 -0.52 -1.42  -0.4032
N13 -1.80 -0.70 -0.85  -0.1823
H55 -6.27 -1.64 -1.43  0.1121
H56 -6.47 0.07 -3.22  0.1205
H57 -4.50 1.47 -3.79  0.1155


(3)
The following is a quantum chemistry calculation of a 8-piece molecular cluster, C38H57N5O22PS overall, from OMol25.

Summary:
charge: +1
largest force on an atom: 0.11331 Eh/bohr
highest occupied orbital energy: -11.4 eV
total energy: -4150.3850 hartree

Last column: Löwdin charge in e.
Atoms and positions in Å:
C1 2.58 -5.13 1.60  -0.1378
C2 1.44 -5.56 0.52  -0.2244
C3 1.82 -4.91 -0.90  -0.1704
C4 0.93 -3.62 -1.31  -0.0972
N1 1.71 -2.38 -1.01  -0.0348
C5 1.23 -1.59 0.09  -0.0876
C6 -0.01 -1.76 1.05  -0.0689
C7 -0.02 -2.69 2.32  0.0428
C8 -1.34 -2.71 3.12  -0.0938
N2 -2.58 -2.06 2.89  -0.0049
C9 -2.62 -1.21 1.75  -0.0693
C10 -1.38 -1.04 0.86  0.0263
N3 2.14 -0.47 0.18  0.1855
C11 3.08 -0.68 -0.90  -0.2514
N4 4.08 0.19 -1.14  -0.2317
C12 4.17 1.36 -0.17  -0.1709
C13 3.08 2.51 -0.46  -0.1830
C14 2.69 3.35 0.85  -0.1474
C15 2.12 2.42 2.06  -0.2295
O1 3.15 2.01 2.99  -0.2226
C16 2.95 0.66 3.48  -0.1200
P1 5.32 0.13 -2.37  0.3722
S1 6.84 -1.04 -1.94  0.1553
N5 2.82 -1.87 -1.64  0.0083
C17 3.40 -2.55 -2.82  -0.0171
H1 2.21 -5.28 2.69  0.0808
H2 3.54 -5.74 1.50  0.0835
H3 2.89 -4.02 1.47  0.0676
H4 1.57 -6.70 0.40  0.1156
H5 0.38 -5.34 0.88  0.0991
H6 1.70 -5.69 -1.73  0.1246
H7 2.92 -4.56 -0.87  0.1117
H8 0.83 -3.67 -2.47  0.1334
H9 -0.13 -3.63 -0.90  0.1407
H10 0.91 -3.29 2.64  0.0930
H11 -1.31 -3.37 4.07  0.1256
H12 -3.60 -0.66 1.52  0.1111
H13 -1.46 -0.31 -0.03  0.0870
H14 4.17 0.97 0.91  0.1288
H15 5.21 1.86 -0.31  0.1255
H16 2.12 2.00 -0.83  0.0976
H17 3.39 3.22 -1.31  0.1218
H18 3.62 3.94 1.20  0.1294
H19 1.86 4.12 0.61  0.1124
H20 1.41 3.12 2.66  0.1237
H21 1.45 1.57 1.68  0.1029
H22 3.96 0.13 3.69  0.1060
H23 2.39 0.65 4.49  0.0988
H24 2.37 -0.03 2.77  0.0630
H25 5.91 1.44 -2.60  0.0138
H26 4.70 -0.24 -3.63  -0.0052
H27 3.10 -3.64 -2.98  0.0910
H28 3.23 -1.88 -3.74  0.0997
H29 4.55 -2.56 -2.67  0.0736
C18 -3.39 -0.65 5.55  -0.1325
C19 -4.33 0.51 5.42  -0.1241
O2 -4.17 1.19 6.65  0.0733
C20 -2.94 0.86 7.14  -0.5341
O3 -2.42 1.39 8.09  0.1489
O4 -2.38 -0.16 6.42  0.0416
H30 -2.96 -0.96 4.59  0.0809
H31 -3.86 -1.52 6.01  0.1421
H32 -4.05 1.18 4.60  0.1272
H33 -5.36 0.19 5.28  0.1391
C21 0.50 -0.30 8.18  -0.1249
C22 0.50 -1.40 9.20  -0.1209
O5 0.64 -2.57 8.41  0.0653
C23 1.22 -2.20 7.23  -0.5507
O6 1.62 -2.97 6.41  0.1306
O7 1.28 -0.85 7.12  0.0556
H34 0.95 0.62 8.56  0.1424
H35 -0.50 -0.09 7.80  0.0972
H36 1.36 -1.33 9.88  0.1358
H37 -0.42 -1.43 9.79  0.1391
C24 2.39 -3.16 -7.40  -0.1195
C25 1.12 -3.40 -6.64  -0.1313
O8 1.46 -4.49 -5.79  0.0606
C26 2.81 -4.47 -5.63  -0.5574
O9 3.42 -5.15 -4.84  0.1233
O10 3.40 -3.59 -6.48  0.0663
H38 2.53 -2.11 -7.66  0.1245
H39 2.46 -3.76 -8.31  0.1408
H40 0.84 -2.55 -6.02  0.0960
H41 0.29 -3.66 -7.29  0.1455
C27 0.73 0.81 -3.93  -0.1277
C28 -0.52 1.31 -4.57  -0.1288
O11 -0.34 0.95 -5.94  0.0901
C29 0.54 -0.08 -5.98  -0.5194
O12 0.78 -0.74 -6.96  0.1271
O13 1.10 -0.29 -4.75  0.0361
H42 0.57 0.48 -2.90  0.1186
H43 1.54 1.55 -3.94  0.1364
H44 -1.42 0.80 -4.20  0.1316
H45 -0.64 2.38 -4.46  0.1010
C30 -2.57 6.12 -5.26  -0.1262
C31 -1.42 6.95 -5.73  -0.1250
O14 -0.32 6.40 -5.01  0.0745
C32 -0.65 5.13 -4.68  -0.5313
O15 0.11 4.32 -4.21  0.1339
O16 -1.96 4.88 -4.94  0.0646
H46 -3.33 5.99 -6.03  0.1391
H47 -3.04 6.53 -4.36  0.1368
H48 -1.23 6.84 -6.80  0.1392
H49 -1.54 8.01 -5.49  0.1396
C33 -1.76 3.23 1.27  -0.1136
C34 -3.00 3.73 0.60  -0.1089
O17 -2.81 3.35 -0.76  0.0769
C35 -1.94 2.30 -0.76  -0.5345
O18 -1.69 1.63 -1.72  0.1350
O19 -1.40 2.11 0.48  0.0305
H50 -1.94 2.93 2.31  0.1421
H51 -0.95 3.97 1.25  0.1304
H52 -3.91 3.25 0.98  0.1015
H53 -3.12 4.81 0.68  0.1461
C36 -6.53 0.48 -0.29  -0.1239
C37 -7.47 1.64 -0.43  -0.1214
O20 -7.33 2.33 0.80  0.0797
C38 -6.11 2.00 1.30  -0.5486
O21 -5.60 2.54 2.25  0.1392
O22 -5.54 0.99 0.60  0.0360
H54 -6.09 0.18 -1.24  0.1391
H55 -7.01 -0.39 0.18  0.1392
H56 -7.19 2.31 -1.25  0.1388
H57 -8.51 1.32 -0.58  0.1415


(4)
The following is a quantum chemistry calculation of C38H58Cl2CsN6P as an isolated structure, from OMol25.

Summary:
charge: -2
largest force on an atom: 0.03947 Eh/bohr
highest occupied orbital energy: 0.1 eV
total energy: -3093.1288 hartree

Last column: Löwdin charge in e.
Atoms and positions in Å:
Cs1 -0.14 0.95 -0.15  1.1799
C1 -2.52 -3.89 -2.18  -0.1790
C2 -1.73 -3.86 -0.87  -0.2544
N1 -2.57 -3.37 0.20  -0.0655
C3 -1.93 -3.41 1.49  -0.2389
C4 -2.86 -2.77 2.52  -0.2398
N2 -3.12 -1.41 2.14  -0.0766
C5 -4.34 -0.80 2.62  -0.2304
C6 -5.26 -0.46 1.45  -0.1828
C7 -4.75 0.78 0.70  -0.2385
N3 -3.51 0.54 -0.01  -0.1012
C8 -3.61 0.60 -1.44  -0.2512
C9 -3.70 -0.80 -2.09  -0.2203
N4 -2.39 -1.40 -2.23  -0.0630
C10 -2.33 -2.61 -3.02  -0.2441
H1 -3.57 -4.03 -1.92  0.0997
H2 -2.20 -4.74 -2.79  0.0957
H3 -0.81 -3.27 -1.01  0.1001
H4 -1.42 -4.88 -0.60  0.1090
H5 -2.82 -2.40 0.01  0.0836
H6 -0.96 -2.87 1.49  0.1086
H7 -1.74 -4.46 1.75  0.1099
H8 -2.41 -2.88 3.53  0.1071
H9 -3.80 -3.32 2.51  0.1112
H10 -2.32 -0.81 2.27  0.0462
H11 -4.13 0.12 3.18  0.1071
H12 -4.86 -1.48 3.32  0.1023
H13 -6.27 -0.26 1.82  0.0937
H14 -5.29 -1.31 0.77  0.0930
H15 -4.58 1.56 1.44  0.1076
H16 -5.54 1.14 0.02  0.1039
H17 -2.80 1.28 0.35  -0.0432
H18 -2.73 1.12 -1.85  0.0895
H19 -4.51 1.16 -1.76  0.1036
H20 -4.21 -0.70 -3.08  0.1057
H21 -4.32 -1.44 -1.46  0.1051
H22 -1.76 -0.71 -2.63  0.0815
H23 -1.34 -2.66 -3.48  0.0913
H24 -3.09 -2.62 -3.83  0.1061
C11 2.39 -3.09 0.52  -0.1512
C12 3.00 -2.23 1.62  -0.5341
C13 4.51 -2.47 1.66  -0.1341
P1 2.39 -0.47 1.21  0.9989
C14 2.40 0.37 2.91  -0.5599
C15 3.55 0.24 3.91  -0.1201
C16 2.11 1.84 2.61  -0.1687
C17 3.75 0.27 0.30  -0.3124
C18 5.03 0.52 0.79  -0.0813
C19 6.02 1.07 -0.01  -0.3128
C20 7.40 1.33 0.53  -0.0827
C21 5.71 1.36 -1.34  -0.0679
C22 4.45 1.13 -1.85  -0.0399
C23 3.43 0.57 -1.05  -0.3570
N5 2.23 0.20 -1.50  -0.1145
C24 1.61 0.65 -2.61  -0.3819
C25 1.05 -0.30 -3.50  -0.2244
C26 1.29 -1.75 -3.24  -0.0552
C27 0.31 0.11 -4.59  -0.0412
C28 0.07 1.45 -4.86  -0.2947
C29 -0.71 1.90 -6.07  -0.0716
C30 0.61 2.39 -3.98  -0.0277
C31 1.36 2.03 -2.88  -0.2635
C32 1.87 3.08 -1.93  -0.0664
H25 2.66 -4.14 0.62  0.0680
H26 2.74 -2.73 -0.45  0.0661
H27 1.30 -3.00 0.53  0.0408
H28 2.56 -2.49 2.59  0.1019
H29 4.96 -2.16 0.72  0.0720
H30 4.71 -3.53 1.82  0.0669
H31 4.98 -1.92 2.47  0.0494
H32 1.51 -0.05 3.39  0.0638
H33 4.41 0.84 3.61  0.0573
H34 3.87 -0.80 4.03  0.0521
H35 3.22 0.61 4.88  0.0714
H36 2.97 2.30 2.11  0.0731
H37 1.91 2.39 3.53  0.0775
H38 1.24 1.92 1.97  -0.0200
H39 5.27 0.27 1.82  0.0815
H40 7.47 1.07 1.59  0.0636
H41 7.67 2.39 0.44  0.0646
H42 8.15 0.75 -0.01  0.0638
H43 6.49 1.76 -1.98  0.1002
H44 4.24 1.33 -2.89  0.1062
H45 2.35 -1.93 -3.04  0.0737
H46 0.99 -2.37 -4.09  0.0676
H47 0.75 -2.07 -2.35  0.0590
H48 -0.09 -0.65 -5.26  0.1069
H49 -1.08 1.05 -6.63  0.0635
H50 -0.07 2.50 -6.73  0.0692
H51 -1.56 2.52 -5.77  0.0723
H52 0.41 3.44 -4.16  0.1155
H53 1.33 4.02 -2.08  0.0812
H54 2.94 3.26 -2.08  0.0730
H55 1.73 2.75 -0.90  0.0213
Cl1 -3.58 4.75 0.47  0.5505
C33 -3.15 4.10 2.04  -0.6335
C34 -3.58 4.77 3.15  -0.2073
C35 -3.28 4.28 4.42  -0.1955
C36 -2.54 3.11 4.52  -0.2098
C37 -2.10 2.47 3.40  -0.6013
Cl2 -1.15 1.02 3.62  0.6562
C38 -2.33 2.88 2.01  -0.6336
N6 -1.88 2.31 0.97  -0.4064
H56 -4.15 5.68 3.04  0.0774
H57 -3.62 4.79 5.31  0.0539
H58 -2.29 2.69 5.49  0.0779